Entry 1:
Computed, not measured: C21H32AlB2F2N10S as an isolated structure, with wB97M-V/def2-TZVPD.

The spin multiplicity is 2. The calculation puts the gap between HOMO and LUMO (alpha / beta) at 8.294 / 4.795 eV. As for the energy relative to the best compared isomer or geometry (same formula, charge and spin): 22.1 kcal per mole. As for the molar mass: 543.226 g/mol. The value obtained for the maximum force is 0.7 eV/A. Its charge is +2.

Cartesian coordinates (Å):
Al 0.6820 -0.6598 -0.7295
C 2.3596 2.2241 0.6190
C 1.4634 1.3446 1.4240
C 1.1272 1.4672 2.7625
C 0.3258 0.3733 3.0483
N 0.1930 -0.3630 1.9485
N 0.8783 0.2321 0.9278
B -0.5828 -1.7185 1.7187
N -1.6375 -1.4535 0.5971
C -2.9595 -1.6383 0.5404
C -3.3886 -1.4108 -0.7541
C -2.2535 -1.0794 -1.4760
C -2.1615 -0.8159 -2.9416
N -1.1858 -1.0933 -0.6545
N 0.4328 -2.7333 1.0949
C 0.7417 -3.9848 1.4441
C 1.6107 -4.5107 0.5061
C 1.7982 -3.5047 -0.4323
C 2.6194 -3.5380 -1.6775
N 1.0728 -2.4308 -0.0724
N -1.1064 -2.2228 3.0114
C -0.3586 -2.5646 4.1014
C -1.2166 -2.9568 5.0883
C -2.5065 -2.8263 4.5221
C -3.8246 -3.1273 5.1600
N -2.4358 -2.3849 3.2811
H 2.5902 3.1257 1.1820
H 1.9026 2.5202 -0.3249
H 3.3013 1.7209 0.3976
H 1.4321 2.2453 3.4397
H -0.1546 0.0771 3.9664
H -3.4821 -1.9424 1.4315
H -4.3918 -1.5033 -1.1307
H -2.9647 -1.3444 -3.4510
H -1.2169 -1.1596 -3.3652
H -2.2700 0.2447 -3.1692
H 0.3176 -4.4272 2.3301
H 2.0377 -5.4977 0.4948
H 2.8907 -4.5643 -1.9151
H 3.5525 -2.9850 -1.5571
H 2.0719 -3.1438 -2.5370
H 0.7183 -2.5000 4.0907
H -0.9663 -3.2934 6.0791
H -3.6877 -3.4406 6.1924
H -4.3390 -3.9258 4.6264
H -4.4696 -2.2496 5.1497
F 3.5615 -0.4667 -1.0279
B 2.6147 -0.4702 -1.9375
F 2.8831 -0.3746 -3.2090
C -1.0628 4.8616 -2.2510
N -0.4964 3.6103 -1.7196
C -1.2467 3.0469 -0.5929
C 0.4476 2.9355 -2.3729
S 0.3465 1.1761 -2.3289
N 1.3800 3.5199 -3.1032
C 1.8055 4.9086 -2.8658
C 2.1936 2.7927 -4.0864
H -2.1463 4.7511 -2.2587
H -0.7227 5.0288 -3.2672
H -0.8004 5.7117 -1.6229
H -1.5034 3.8688 0.0729
H -0.6446 2.3271 -0.0473
H -2.1651 2.5732 -0.9431
H 1.4403 5.2541 -1.9043
H 1.4618 5.5703 -3.6590
H 2.8941 4.9142 -2.8509
H 1.6120 2.0129 -4.5670
H 3.0714 2.3590 -3.6073
H 2.5167 3.5084 -4.8382

---

Entry 2:
Computed, not measured: C21H32AsMgN5 as an isolated structure, with wB97M-V/def2-TZVPD.

The calculation puts the gap between HOMO and LUMO at 8.552 eV. As for the energy relative to the best compared isomer or geometry (same formula, charge and spin): 0.7 kcal per mole. As for the molar mass: 453.749 g/mol. The value obtained for the maximum force is 0.2 eV/A. Its charge is +2.

Cartesian coordinates (Å):
Mg -0.6229 -0.3209 0.0804
C -3.6027 -0.6953 -0.4392
C -3.4463 0.3648 0.6459
N -2.2367 0.1566 1.4696
C -2.3138 -0.9258 2.4724
C -2.1525 -2.3188 1.8602
N -1.1242 -2.3640 0.7824
C -1.5484 -3.1879 -0.3771
C -2.1411 -2.3469 -1.5421
N -2.3360 -0.9246 -1.1806
H -4.4016 -0.3866 -1.1156
H -3.9242 -1.6407 -0.0100
H -4.3537 0.3946 1.2557
H -3.3385 1.3437 0.1726
H -2.0724 1.0241 1.9703
H -3.2506 -0.8922 3.0361
H -1.5050 -0.7598 3.1839
H -3.0977 -2.6660 1.4521
H -1.9011 -3.0151 2.6614
H -0.2960 -2.8017 1.1705
H -2.2622 -3.9468 -0.0559
H -0.6763 -3.7237 -0.7489
H -3.0776 -2.7888 -1.8876
H -1.4518 -2.3835 -2.3839
H -2.3787 -0.3948 -2.0451
C 2.1732 0.8123 3.4183
C 1.0250 0.5575 2.6657
N 1.0482 0.0867 1.4295
C 2.2583 -0.1381 0.8558
C 3.4644 0.0856 1.5310
C 3.3965 0.5658 2.8509
C 4.7157 -0.1539 0.8679
C 4.7469 -0.5627 -0.4151
C 3.5294 -0.7719 -1.1479
C 3.5263 -1.1482 -2.5025
C 2.3326 -1.2980 -3.1602
C 1.1484 -1.0905 -2.4494
N 1.1135 -0.7581 -1.1695
C 2.2922 -0.5829 -0.5205
H 2.0858 1.1936 4.4254
H 0.0503 0.7516 3.0962
H 4.3123 0.7455 3.4000
H 5.6325 0.0125 1.4183
H 5.6884 -0.7324 -0.9209
H 4.4668 -1.3052 -3.0158
H 2.2936 -1.5724 -4.2045
H 0.1957 -1.1940 -2.9556
C -0.7008 3.7279 0.4811
As -0.3518 2.3201 -0.8170
C 1.4926 2.7230 -1.2844
C -1.2797 3.0326 -2.3706
H -0.4256 4.6976 0.0694
H -0.1192 3.5491 1.3852
H -1.7600 3.7478 0.7376
H 1.5798 3.7612 -1.6011
H 1.8198 2.0734 -2.0961
H 2.1363 2.5614 -0.4196
H -0.9759 4.0623 -2.5522
H -2.3565 3.0070 -2.2069
H -1.0425 2.4343 -3.2496

---

Entry 3:
Computed, not measured: C21H32BO3Ru as an isolated structure in a non-equilibrium geometry, with wB97M-V/def2-TZVPD.

The spin multiplicity is 5. The calculation puts the gap between HOMO and LUMO (alpha / beta) at 4.660 / 5.834 eV. As for the energy relative to the best compared isomer or geometry (same formula, charge and spin): 40.1 kcal per mole. As for the molar mass: 444.366 g/mol. The value obtained for the maximum force is 7.4 eV/A. Its charge is -1.

Cartesian coordinates (Å):
Ru 0.0797 -0.0236 0.4455
C 1.9040 0.3117 1.4051
C 2.3003 -0.5688 0.3312
C 2.3677 0.1911 -0.8674
H 2.6332 -1.6071 0.4514
C 1.8936 1.5052 -0.5997
C 1.5866 1.5789 0.8034
H 1.2957 2.4679 1.3626
H 1.9898 0.1321 2.4750
H 2.7628 -0.1637 -1.8149
H 1.8018 2.3086 -1.3108
C -2.2073 -0.0469 0.9545
C -1.3922 1.0902 1.3931
C -1.1249 1.8790 0.1929
H -1.2062 1.3824 2.4086
C -1.7672 1.2523 -0.9045
C -2.4030 0.0756 -0.4603
H -2.9864 -0.6209 -1.0590
H -2.6745 -0.7465 1.6062
H -0.6406 2.8511 0.1829
H -1.8029 1.6633 -1.9223
O 0.0253 -1.3812 -1.3124
C -0.2399 -0.6151 -3.9684
C 0.4316 -1.9678 -3.7511
C 0.5135 0.6608 -3.7489
C -1.7607 -0.5835 -3.8612
C 0.4472 -2.2042 -2.3013
H 1.5161 -1.9157 -4.2454
H -0.1791 -2.7767 -4.3797
H -0.1188 -3.2059 -2.0249
H 1.5187 -2.4610 -1.9023
H 0.4448 0.9906 -4.7900
H 1.6129 0.4644 -3.4688
H 0.1272 1.4203 -3.0584
H -1.9251 -0.6398 -4.9500
H -2.1945 0.3000 -3.4308
H -2.2431 -1.5162 -3.3547
C -1.6064 -3.1871 4.5250
C -0.6185 -2.2577 3.8624
C -0.5701 -0.9577 4.6678
O -1.1208 -1.9501 2.5488
B 0.0150 -1.6346 1.7834
O 1.1436 -2.3137 2.2538
C 0.8139 -2.8644 3.5448
C 1.9237 -2.4736 4.4987
C 0.8019 -4.3768 3.4036
H -1.7004 -4.1391 3.9937
H -2.5935 -2.7121 4.5645
H -1.2923 -3.3899 5.5563
H -1.5693 -0.5031 4.6655
H -0.2981 -1.1619 5.7119
H 0.1370 -0.2229 4.2556
H 1.7171 -2.8549 5.5076
H 2.8664 -2.9185 4.1571
H 2.0549 -1.3861 4.5516
H 0.0099 -4.7138 2.7240
H 1.7666 -4.7164 3.0083
H 0.6596 -4.8507 4.3825

---

Entry 4:
Computed, not measured: a 2-piece molecular cluster, C21H32FN8O3S overall in a non-equilibrium geometry, with wB97M-V/def2-TZVPD.

The calculation puts the gap between HOMO and LUMO at 8.054 eV. As for the molar mass: 495.605 g/mol. The value obtained for the maximum force is 1.9 eV/A. Its charge is +1.

Cartesian coordinates (Å):
O -2.7444 -2.2524 -3.9293
O 4.6329 0.2875 4.9376
O 0.1865 -2.9841 -5.6677
F -3.6966 2.9425 1.8030
N 1.3308 3.6601 5.7624
S 4.2689 -1.6868 8.1563
C -3.3116 -1.5591 -4.7626
C 4.5178 0.2450 6.1558
C -0.8049 -2.6072 -6.2731
C 0.8699 2.6145 5.1107
C 2.6713 1.8660 6.2450
C 1.6817 1.4355 5.4111
C 0.6882 -0.3494 -0.8607
C -1.5587 1.9986 2.2570
C -2.5029 3.6424 3.7469
C -0.4217 1.9100 3.0702
C -1.3663 3.5600 4.5593
C -2.6033 2.8613 2.5945
C -0.3163 2.6836 4.2387
N -0.6116 -0.3908 -0.7688
N 2.4255 3.2132 6.4428
N 3.6822 1.1095 6.8420
N -1.4809 -3.4967 -7.0065
N 1.3192 0.0660 -1.9476
N -2.6925 -0.9699 -5.7934
N 1.3689 -0.7463 0.1776
C -4.8005 -1.3240 -4.6523
C 1.4097 0.0082 5.0053
C 5.3215 -0.7921 6.9303
C -2.6258 -3.2756 -7.8920
C 0.7421 0.5573 -3.2197
C -0.1561 -0.4797 -3.9088
C -0.3417 -0.1802 -5.4080
C -1.2755 -1.1336 -6.1968
H 5.1445 -2.5859 8.6622
H -1.6421 1.4121 1.3508
H -3.3115 4.3180 4.0084
H 0.3945 1.2583 2.7817
H -1.2973 4.1788 5.4509
H -1.1540 -0.1724 -1.5860
H -1.0611 -0.7844 0.0356
H 3.0184 3.8131 7.0168
H 3.6082 0.9361 7.8403
H -1.1096 -4.4331 -6.9502
H 2.3246 0.0375 -1.9120
H -3.2768 -0.4051 -6.3906
H 2.3739 -0.7337 0.1601
H 0.8949 -1.0872 0.9928
H -4.9957 -0.2642 -4.5034
H -5.2917 -1.6672 -5.5610
H -5.1877 -1.8882 -3.8043
H 0.3388 -0.2047 5.0716
H 1.7471 -0.1656 3.9804
H 1.9322 -0.6931 5.6616
H 5.7464 -1.5066 6.2197
H 6.1469 -0.2893 7.4395
H -2.4920 -2.3638 -8.4764
H -2.7191 -4.1164 -8.5827
H -3.5437 -3.2069 -7.3059
H 1.5678 0.8016 -3.8918
H 0.1706 1.4717 -3.0463
H -1.1254 -0.4569 -3.4202
H 0.2854 -1.4655 -3.7749
H 0.6412 -0.2090 -5.8819
H -0.7231 0.8369 -5.5128
H -1.2098 -0.7987 -7.2314

---

- Look up the molar mass of the fourth one.
  495.605 g/mol

---

- The highest molar mass belongs to which entry?
  C21H32AlB2F2N10S

---

- charge of number 1 (C21H32AlB2F2N10S)?
  +2

---

- Among the records above, which one has the highest maximum force?
  C21H32BO3Ru